No. 1
{
  "formula": "C22H35BrO2OsP2",
  "method": "ωB97M-V/def2-TZVPD",
  "gap_ev": [6.41, 3.90],
  "e_homo_ha": [-0.471, -0.477],
  "spin_multiplicity": 5,
  "de_lowest_ev": 0.012,
  "total_charge": 2,
  "lumo_ev": [-6.4, -9.1],
  "total_energy_ha": -4356.2086,
  "elements": ["P", "P", "C", "C", "H", "H", "H", "H", "C", "H", "H", "H", "C", "H", "H", "H", "C", "H", "H", "H", "C", "H", "H", "H", "Os", "C", "C", "C", "C", "C", "C", "C", "C", "C", "H", "H", "H", "H", "H", "H", "H", "H", "H", "H", "H", "H", "H", "H", "H", "Br", "C", "C", "C", "C", "C", "C", "C", "O", "O", "H", "H", "H", "H"],
  "xyz": [[2.55, 1.99, -0.97], [0.96, -0.84, -2.98], [2.98, 1.07, -2.49], [1.86, 0.64, -3.48], [3.47, 0.15, -2.13], [3.74, 1.63, -3.07], [1.12, 1.44, -3.67], [2.31, 0.34, -4.44], [1.70, -2.33, -3.76], [1.18, -3.23, -3.40], [2.76, -2.40, -3.44], [1.61, -2.26, -4.85], [-0.59, -0.75, -3.95], [-0.39, -1.24, -4.92], [-0.88, 0.29, -4.07], [-1.37, -1.30, -3.41], [4.16, 2.23, -0.15], [3.99, 2.67, 0.84], [4.84, 2.89, -0.71], [4.66, 1.26, -0.02], [2.07, 3.71, -1.36], [1.24, 3.74, -2.08], [2.92, 4.31, -1.75], [1.72, 4.22, -0.45], [0.52, 1.07, 2.01], [-1.87, -1.36, -1.27], [-0.91, -1.96, -0.53], [0.60, -1.81, -0.37], [1.54, -0.59, 0.12], [1.39, 0.95, -0.06], [-0.02, 1.45, -0.17], [-0.67, 0.83, -1.37], [-2.03, 0.18, -1.32], [0.48, 2.56, 3.26], [-2.69, -1.96, -1.72], [-1.28, -2.65, 0.24], [1.09, -2.27, -1.26], [0.87, -2.55, 0.42], [1.55, -0.70, 1.24], [2.57, -0.85, -0.21], [1.84, 1.46, 1.06], [-0.12, 2.56, -0.17], [0.03, 0.02, -1.70], [-0.61, 1.56, -2.20], [-2.57, 0.57, -0.45], [-2.54, 0.50, -2.24], [-0.49, 3.02, 3.50], [1.29, 3.30, 3.19], [0.72, 1.93, 4.16], [-4.11, -1.80, 1.10], [-3.92, -1.76, 2.97], [-4.97, -2.31, 3.74], [-4.86, -2.40, 5.13], [-3.67, -2.02, 5.75], [-2.61, -1.52, 4.97], [-2.75, -1.28, 3.60], [-1.53, -0.69, 2.86], [-0.45, -1.33, 2.88], [-1.59, 0.49, 2.32], [-5.88, -2.65, 3.24], [-5.72, -2.76, 5.71], [-3.57, -2.14, 6.83], [-1.67, -1.33, 5.47]]
}

***

No. 2
{
  "formula": "C5H6Cl2",
  "method": "ωB97M-V/def2-TZVPD",
  "gap_ev": 8.52,
  "e_homo_ha": -0.356,
  "spin_multiplicity": 1,
  "de_lowest_ev": 3.243,
  "lumo_ev": -1.2,
  "total_energy_ha": -1114.3425,
  "elements": ["C", "C", "C", "C", "C", "Cl", "Cl", "H", "H", "H", "H", "H", "H"],
  "xyz": [[-1.38, -0.27, -0.24], [-0.66, 0.22, -1.42], [0.94, 1.00, 0.69], [0.03, 0.17, -0.07], [1.15, -0.51, 0.50], [0.07, -1.63, 2.46], [2.44, -1.59, 0.18], [-2.21, 0.21, 0.06], [-1.52, -1.42, -0.11], [-0.25, -0.34, -2.22], [-0.85, 1.18, -1.71], [1.61, 1.64, 0.19], [0.61, 1.32, 1.70]]
}

***

No. 3
{
  "formula": "C3H5NO2",
  "method": "ωB97M-V/def2-TZVPD",
  "gap_ev": 11.04,
  "e_homo_ha": -0.380,
  "spin_multiplicity": 1,
  "de_lowest_ev": 3.010,
  "smiles": "O=C=NCC=O.[H][H]",
  "lumo_ev": 0.7,
  "total_energy_ha": -322.4637,
  "elements": ["O", "C", "N", "C", "C", "O", "H", "H", "H", "H", "H"],
  "xyz": [[-2.15, -0.87, 0.24], [-1.31, -0.17, -0.16], [-0.41, 0.61, -0.47], [0.61, 0.81, 0.50], [1.42, -0.44, 0.74], [1.19, -1.51, 0.23], [0.17, 1.14, 1.45], [1.27, 1.61, 0.15], [2.26, -0.31, 1.45], [-1.23, 0.29, -2.03], [-1.89, -0.10, -2.03]]
}

***

No. 4
{
  "formula": "C5H8N3O",
  "method": "ωB97M-V/def2-TZVPD",
  "gap_ev": [8.96, 6.19],
  "e_homo_ha": [-0.485, -0.479],
  "spin_multiplicity": 3,
  "de_lowest_ev": 1.167,
  "total_charge": 1,
  "lumo_ev": [-4.2, -6.8],
  "total_energy_ha": -434.4034,
  "elements": ["C", "C", "C", "C", "C", "N", "N", "N", "O", "H", "H", "H", "H", "H", "H", "H", "H"],
  "xyz": [[-0.03, -0.45, -0.23], [0.58, 1.53, -1.09], [-0.45, -1.35, 0.69], [0.06, -0.58, -1.73], [0.43, 1.43, 1.36], [0.23, 2.85, -1.07], [0.34, 0.84, 0.06], [0.51, 0.72, -2.14], [0.51, 3.71, -0.32], [-0.92, -1.09, 1.67], [-0.64, -2.39, 0.40], [0.88, -1.32, -1.99], [-1.03, -0.64, -2.03], [-0.62, 1.70, 1.69], [0.92, 0.72, 2.05], [1.06, 2.43, 1.20], [0.72, 0.97, -3.06]]
}

***

No. 5
{
  "formula": "C3H6NO",
  "method": "ωB97M-V/def2-TZVPD",
  "gap_ev": [8.64, 8.64],
  "e_homo_ha": [-0.583, -0.583],
  "spin_multiplicity": 1,
  "de_lowest_ev": 2.576,
  "total_charge": 1,
  "lumo_ev": [-7.2, -7.2],
  "total_energy_ha": -247.5214,
  "elements": ["C", "C", "C", "N", "O", "H", "H", "H", "H", "H", "H"],
  "xyz": [[-1.64, -0.36, 0.08], [0.82, -0.11, -0.59], [-0.28, -0.64, 0.32], [1.11, 1.05, 0.21], [-2.37, 0.55, -0.11], [-1.97, -1.46, -0.04], [1.68, -0.77, -0.65], [0.48, 0.17, -1.58], [0.01, -1.24, 1.17], [1.66, 0.95, 1.05], [0.49, 1.85, 0.15]]
}

***

No. 6
{
  "formula": "C8H11NOS",
  "method": "ωB97M-V/def2-TZVPD",
  "gap_ev": 9.55,
  "e_homo_ha": -0.327,
  "spin_multiplicity": 1,
  "de_lowest_ev": 0.120,
  "smiles": "O[C@H]1C[C@@H]2C[C@H]1C[C@H]2N=C=S",
  "lumo_ev": 0.7,
  "total_energy_ha": -839.6104,
  "elements": ["O", "C", "C", "C", "C", "C", "C", "C", "N", "C", "S", "H", "H", "H", "H", "H", "H", "H", "H", "H", "H", "H"],
  "xyz": [[3.40, -0.92, -0.27], [2.69, 0.18, 0.29], [2.01, 1.00, -0.83], [0.55, 1.05, -0.44], [0.62, 1.01, 1.08], [1.50, -0.27, 1.13], [0.62, -1.25, 0.33], [-0.04, -0.33, -0.77], [-1.47, -0.39, -0.69], [-2.56, -0.18, -0.27], [-4.08, 0.02, 0.18], [4.20, -0.56, -0.63], [3.38, 0.77, 0.90], [2.35, 2.05, -0.81], [2.24, 0.49, -1.76], [-0.02, 1.85, -0.95], [1.12, 1.89, 1.55], [-0.36, 0.94, 1.54], [1.73, -0.61, 2.14], [-0.14, -1.69, 0.94], [1.23, -2.09, -0.08], [0.25, -0.62, -1.78]]
}